Entry from the Open Molecules 2025 dataset: C44H35N4O3S6V as an isolated structure (ωB97M-V/def2-TZVPD).

Properties
- frontier orbital gap (alpha / beta) (eV) = 6.872 / 6.198
- E_tot (eV) = -148996.1678
- total charge = -1
- LUMO (alpha / beta) (eV) = 2.48 / 2.48
- ⟨S²⟩ = 1.193
- highest occupied orbital energy (alpha / beta) (eV) = -4.3940 / -3.7142
- 2S+1 = 2
- energy relative to the best compared isomer or geometry (same formula, charge and spin) (eV) = 0.0081

```
93
Properties=species:S:1:pos:R:3:forces:R:3
V 0.1646 2.3372 1.3101 -0.16 -0.19 0.06
S 0.6749 -1.0304 2.6743 -0.01 -0.01 0.03
C 1.0618 0.3812 1.6689 0.02 0.09 -0.02
S 0.7210 0.3909 -0.0299 -0.03 -0.03 -0.08
S 2.0772 1.6028 2.3787 0.07 0.02 -0.01
N 2.1094 0.7768 -0.9194 -0.02 0.10 0.06
S 3.3981 -0.0570 -0.4591 -0.01 -0.03 -0.03
N 1.9418 -2.6101 0.0757 -0.01 -0.01 -0.02
S 0.6626 -2.9624 0.6809 0.01 0.02 0.05
N -0.2053 -2.0733 1.7067 0.01 0.00 -0.09
S -2.0334 0.5251 1.4755 0.01 0.01 0.00
N -1.5455 1.9642 1.9222 0.02 0.01 -0.02
C -3.2360 -0.0488 2.6732 0.00 0.00 0.00
C -3.2815 -1.4103 2.9249 -0.01 -0.01 0.00
C -4.1996 -1.8866 3.8533 0.00 0.00 0.00
C -5.0362 -1.0031 4.5198 0.00 0.00 0.00
C -4.9555 0.3641 4.2735 0.00 0.00 0.00
C -4.0474 0.8498 3.3469 0.00 0.00 0.00
C -3.1666 0.7681 0.0977 -0.01 0.00 0.01
C -3.5376 2.0498 -0.2684 0.01 0.00 0.00
C -4.3471 2.2241 -1.3829 -0.01 0.00 0.00
C -4.7655 1.1233 -2.1183 0.00 0.00 0.00
C -4.3674 -0.1564 -1.7499 0.01 -0.01 0.00
C -3.5556 -0.3395 -0.6411 -0.01 0.00 -0.01
C -0.6868 -3.2628 -0.5032 0.00 0.03 0.00
C -0.4666 -2.8074 -1.7910 0.00 -0.02 0.01
C -1.4589 -2.9604 -2.7517 -0.01 0.00 0.00
C -2.6532 -3.5869 -2.4239 0.00 0.02 -0.01
C -2.8628 -4.0530 -1.1303 0.00 0.00 0.01
C -1.8798 -3.8868 -0.1648 -0.01 0.01 0.00
C 0.6904 -4.6084 1.4607 0.02 0.01 0.01
C 1.2798 -5.6502 0.7561 0.02 -0.01 -0.01
C 1.3840 -6.9032 1.3374 -0.01 0.00 0.01
C 0.9152 -7.1112 2.6309 0.00 0.00 0.00
C 0.3385 -6.0649 3.3344 -0.01 -0.01 0.00
C 0.2181 -4.8100 2.7460 -0.04 -0.04 0.01
C 4.6919 1.1927 -0.5342 -0.02 -0.02 0.00
C 4.3508 2.5319 -0.5591 -0.02 0.00 0.01
C 5.3610 3.4860 -0.5530 0.01 0.00 0.00
C 6.6912 3.0972 -0.5133 0.00 0.00 0.00
C 7.0203 1.7467 -0.4782 0.00 0.00 0.01
C 6.0199 0.7892 -0.4860 0.02 0.00 0.00
C 3.9322 -0.9873 -1.8972 0.02 -0.04 0.00
C 3.9609 -0.3728 -3.1413 0.00 0.00 0.00
C 4.3667 -1.1039 -4.2447 0.00 0.00 0.00
C 4.7397 -2.4362 -4.0956 0.00 0.00 0.00
C 4.6944 -3.0402 -2.8484 0.00 0.01 -0.01
C 4.2795 -2.3176 -1.7353 0.01 -0.01 0.00
H -2.5781 -2.0645 2.4180 0.00 0.01 0.00
H -4.2482 -2.9472 4.0669 0.00 0.00 0.00
H -5.7459 -1.3771 5.2476 0.00 0.00 0.00
H -5.5990 1.0499 4.8105 0.00 0.00 0.00
H -3.9378 1.9097 3.1507 0.00 0.00 0.00
H -3.1670 2.8860 0.3132 0.00 0.00 0.00
H -4.6372 3.2227 -1.6852 0.00 0.00 0.00
H -5.3880 1.2639 -2.9933 0.00 0.00 0.00
H -4.6681 -1.0139 -2.3387 0.00 0.00 0.00
H -3.2073 -1.3290 -0.3653 0.00 -0.02 0.00
H 0.4887 -2.3428 -2.0130 0.00 0.02 0.02
H -1.2967 -2.5934 -3.7577 0.00 0.00 0.00
H -3.4224 -3.7154 -3.1762 0.00 0.00 0.00
H -3.7946 -4.5433 -0.8741 0.00 0.00 0.00
H -2.0352 -4.2401 0.8477 0.00 0.00 0.00
H 1.6659 -5.4615 -0.2390 0.00 0.03 0.01
H 1.8382 -7.7187 0.7876 0.00 0.00 0.00
H 1.0039 -8.0891 3.0884 0.00 0.00 0.00
H -0.0224 -6.2234 4.3435 0.00 0.00 0.00
H -0.2418 -3.9814 3.2699 0.02 0.01 0.00
H 3.3023 2.7997 -0.5800 0.01 0.00 -0.01
H 5.1026 4.5372 -0.5726 0.00 0.00 0.00
H 7.4748 3.8445 -0.5040 0.00 0.00 0.00
H 8.0581 1.4402 -0.4418 0.00 0.00 0.00
H 6.2677 -0.2656 -0.4612 0.00 0.01 -0.01
H 3.6544 0.6621 -3.2341 0.00 0.00 0.00
H 4.3918 -0.6380 -5.2217 0.00 0.00 0.00
H 5.0553 -3.0064 -4.9608 0.00 0.00 0.00
H 4.9619 -4.0837 -2.7396 0.00 0.00 0.00
H 4.1630 -2.7814 -0.7651 0.01 0.01 0.00
O -1.1450 4.9616 -2.2249 0.01 0.01 0.00
C -1.3109 5.9557 -1.3391 0.01 0.01 -0.01
C -1.8975 7.1397 -1.7934 0.00 0.00 0.00
C -2.0941 8.1951 -0.9266 0.00 0.00 0.00
C -1.7174 8.1037 0.4128 0.00 0.00 0.00
C -1.1409 6.9349 0.8661 0.00 0.00 0.00
C -0.9275 5.8568 0.0076 0.01 0.01 0.00
C -0.3246 4.6188 0.5476 0.03 0.02 -0.01
O -0.0398 4.4822 1.7519 0.00 0.01 0.00
O -0.1178 3.6254 -0.2581 0.05 -0.01 0.01
H -0.7223 4.2112 -1.7471 -0.03 -0.01 0.01
H -2.1884 7.1995 -2.8338 0.00 0.00 0.00
H -2.5500 9.1055 -1.2970 0.00 0.00 0.00
H -1.8787 8.9342 1.0867 0.00 0.00 0.00
H -0.8417 6.8160 1.8992 0.00 0.00 0.00
```
Forces are in eV/Å.